1.
Entry from OMol25: C18H6Cl5F2N2OPtSe as an isolated structure in a non-equilibrium geometry (ωB97M-V/def2-TZVPD).

```
36
Properties=species:S:1:pos:R:3:mulliken_charge:R:1
Pt 0.3540 -0.8362 -0.2758 0.978
Cl -1.8337 3.2708 -6.0536 -0.225
C -1.2841 2.0246 -5.0049 0.521
C -1.2485 2.2208 -3.6306 -0.399
Cl -1.7993 3.7107 -2.9698 -0.204
C -0.7704 1.2297 -2.7951 0.895
Cl -0.7163 1.5326 -1.1021 -0.317
C -0.3093 -0.0337 -3.2673 -0.302
O 0.1456 -0.9581 -2.5358 -1.008
C -0.4021 -0.1955 -4.6839 0.446
Cl 0.0994 -1.7118 -5.3236 -0.193
C -0.8616 0.7998 -5.5202 -0.086
Cl -0.9131 0.5377 -7.2174 -0.201
F 4.9012 1.2775 1.8869 -0.333
C 3.5977 0.9447 2.0543 0.384
C 2.9302 0.2731 1.0473 -0.558
C 1.5924 -0.0809 1.2060 -0.560
C 0.9458 0.2645 2.4181 0.545
C 1.6463 0.9778 3.3848 0.560
F 1.0246 1.4027 4.5189 -0.344
C 2.9726 1.3257 3.2288 -0.753
C -0.4380 -0.1798 2.5724 0.398
C -1.0564 -0.4838 3.7807 -0.912
C -2.3346 -1.0130 3.7678 -0.395
C -2.9746 -1.2128 2.5523 -0.801
C -2.3144 -0.8494 1.3953 -0.229
N -1.0847 -0.3516 1.4081 0.006
H 3.4624 0.0245 0.1399 0.477
H 3.4927 1.8866 3.9880 0.472
H -0.5375 -0.3243 4.7108 0.445
H -2.8291 -1.2673 4.6932 0.408
H -3.9651 -1.6348 2.4991 0.395
H -2.7789 -0.9368 0.4206 0.455
Se -0.3474 -3.3141 -0.1547 -0.266
C 1.2999 -3.9241 -0.4726 0.293
N 2.3344 -4.3958 -0.6661 -0.594
```

2S+1: 3
Orbital gap (alpha / beta) in eV: 6.919 / 6.898
LUMO (alpha / beta) in eV: 2.399 / 1.823
Total charge: -1
HOMO (alpha / beta) in Eh: -0.16608 / -0.18648
Energy in Ha: -5895.78092

***

2.
Entry from OMol25: C34H51N4OP2Pt as an isolated structure in a non-equilibrium geometry (ωB97M-V/def2-TZVPD).

```
93
Properties=species:S:1:pos:R:3:mulliken_charge:R:1
C -1.5020 -1.4324 -1.5446 0.302
C 0.6807 -2.1902 -1.1304 0.262
C -1.6570 -2.3248 -2.6063 -0.694
C 0.4806 -3.2577 -2.0546 -1.294
C -0.6840 -3.3092 -2.7937 -0.899
H -2.5499 -2.2421 -3.2232 0.511
H 1.2900 -3.9756 -2.1760 0.533
H -0.8534 -4.0965 -3.5264 0.434
N -0.4354 -1.4900 -0.7370 0.942
P -2.4828 0.1137 0.4784 0.096
P 2.4056 -0.3884 0.2996 0.493
C -2.4634 -0.2798 -1.3188 -1.889
H -2.0943 0.5981 -1.8659 0.448
H -3.4548 -0.5127 -1.7162 0.750
C 0.4040 1.4780 1.9029 0.229
O 0.7664 2.3720 2.5440 -0.642
C 1.9476 -1.7632 -0.7016 -1.678
H 2.7704 -2.4423 -0.9539 0.648
C 3.7327 0.3189 -0.9860 1.931
C 3.4081 -0.9052 1.8812 2.377
C -3.1588 1.8607 0.6067 2.105
C -3.7529 -1.2002 1.0128 2.429
C 3.6403 1.8361 -0.8053 -1.737
H 3.9569 2.1462 0.1991 0.276
H 4.3065 2.3181 -1.5350 0.534
H 2.6257 2.2057 -0.9773 0.250
C 5.1788 -0.1528 -0.7770 -1.939
H 5.6103 0.0879 0.1966 0.399
H 5.2877 -1.2299 -0.9588 0.395
H 5.7957 0.3601 -1.5332 0.461
C 3.4111 -0.1011 -2.4340 -1.632
H 3.7721 0.6698 -3.1261 0.597
H 3.9117 -1.0416 -2.6918 0.447
H 2.3469 -0.2408 -2.6343 -0.178
C 4.2047 0.3170 2.3765 -1.697
H 3.5198 1.1314 2.6559 0.233
H 4.7683 0.0264 3.2762 0.512
H 4.9194 0.7242 1.6566 0.238
C 2.4774 -1.2794 3.0309 -2.003
H 1.8268 -0.4446 3.3113 0.247
H 1.8507 -2.1388 2.7792 0.257
H 3.0826 -1.5490 3.9115 0.710
C 4.2611 -2.1418 1.5975 -1.838
H 5.0396 -1.9868 0.8471 0.267
H 4.7620 -2.4383 2.5325 0.543
H 3.6300 -2.9813 1.2765 0.325
C -4.2803 -0.8633 2.4104 -1.786
H -4.9129 -1.6987 2.7474 0.563
H -3.4688 -0.7469 3.1383 0.156
H -4.9025 0.0403 2.4234 0.333
C -3.0670 -2.5717 1.0579 -1.018
H -2.7285 -2.9000 0.0686 0.314
H -2.2083 -2.5748 1.7326 -0.066
H -3.7923 -3.3131 1.4272 0.556
C -4.9387 -1.3485 0.0393 -1.907
H -5.6946 -1.9815 0.5277 0.537
H -5.4212 -0.4009 -0.2139 0.257
H -4.6540 -1.8598 -0.8877 0.403
C -2.3199 2.8038 -0.2754 -1.597
H -2.4460 2.5959 -1.3449 0.392
H -2.6487 3.8381 -0.0904 0.627
H -1.2511 2.7423 -0.0408 0.057
C -3.0430 2.3228 2.0697 -1.348
H -1.9955 2.4107 2.3842 0.132
H -3.5069 3.3172 2.1575 0.565
H -3.5605 1.6479 2.7627 0.240
C -4.6198 1.9267 0.1522 -1.973
H -4.7449 1.6021 -0.8891 0.315
H -5.2947 1.3514 0.7965 0.368
H -4.9484 2.9759 0.2060 0.533
Pt -0.1047 0.0237 0.8287 1.844
N 0.2850 1.0043 -1.0154 0.026
C 0.7645 1.1192 -2.0969 0.410
C 0.8783 2.0158 -3.2446 0.046
C 0.6669 3.3924 -3.0454 -0.152
C 1.1690 1.5522 -4.5413 -0.035
C 0.7326 4.2863 -4.1170 -0.830
H 0.4482 3.7524 -2.0368 0.397
C 1.2460 2.4582 -5.6074 -0.883
H 1.3311 0.4850 -4.7011 0.494
C 1.0136 3.8228 -5.4057 -0.403
H 0.5609 5.3463 -3.9409 0.410
H 1.4878 2.0971 -6.6088 0.404
H 1.0468 4.5180 -6.2487 0.412
N -0.4772 -2.2579 3.0469 -0.287
C -0.8378 -2.5197 4.3343 -0.451
C -1.2496 -1.3196 4.8774 -0.959
C -1.1028 -0.3423 3.8769 -0.509
N -0.6024 -0.9205 2.7652 -0.229
H -0.0827 -2.9159 2.3722 0.248
H -0.7742 -3.5100 4.7558 0.523
H -1.6099 -1.1460 5.8737 0.504
H -1.3245 0.7146 3.9537 0.307
```

Energy above the lowest of the compared OMol25 structures with the same formula, charge and spin in kJ/mol: 161.2
2S+1: 3
Orbital gap (alpha / beta) in eV: 5.971 / 6.229
LUMO (alpha / beta) in eV: -2.432 / -2.661
Total charge: +1
HOMO (alpha / beta) in Eh: -0.30880 / -0.32672
Energy in Ha: -2422.13130

***

3.
Entry from OMol25: a 3-piece molecular cluster, C20H39FIN2O7 overall in a non-equilibrium geometry (ωB97M-V/def2-TZVPD).

```
70
Properties=species:S:1:pos:R:3:mulliken_charge:R:1
C -0.1633 3.9685 4.6015 -1.234
C 0.9592 2.9123 4.6888 0.438
N 2.1594 3.0434 5.4016 -0.024
C 2.9306 1.9024 5.2814 -0.220
N 2.1856 1.0809 4.4994 0.078
C 2.8077 -0.2544 4.2602 -0.352
C 2.9502 -0.9210 5.7075 0.043
O 1.9253 -1.2199 6.2288 -0.404
I 4.8424 -1.2223 6.6916 0.151
C 0.9612 1.6065 4.0751 0.561
C -0.0623 0.8912 3.1785 -1.000
C -1.2571 0.2195 3.9775 -0.072
F -1.5375 0.9930 5.1165 -0.333
H 0.2216 5.0241 4.5939 0.436
H -0.8483 3.9002 5.4915 0.297
H -0.7697 3.8432 3.6749 0.281
H 2.4266 3.8590 5.9568 0.273
H 3.9253 1.7427 5.7431 0.317
H 2.0596 -0.8527 3.6748 0.259
H 3.7900 -0.1830 3.7352 0.392
H 0.4486 0.0591 2.6209 0.264
H -0.5213 1.5471 2.3961 0.395
H -1.0576 -0.8550 4.2105 0.318
H -2.1383 0.2432 3.2778 0.128
C -5.4308 -0.3897 -2.1651 -0.787
O -4.4263 -1.3383 -1.8669 -0.264
C -3.1231 -0.7840 -1.9657 -0.661
C -2.1146 -1.6752 -1.2630 -0.099
O -2.0917 -1.4855 0.1525 -0.353
C -3.1928 -2.0353 0.8736 -0.281
C -3.1265 -3.5481 1.0001 -0.669
O -3.5916 -4.1642 -0.1902 -0.250
C -3.1340 -5.4957 -0.3171 -0.782
H -5.3154 -0.0110 -3.1858 0.319
H -6.3984 -0.8824 -2.0776 0.246
H -5.3984 0.4398 -1.4498 0.324
H -3.1028 0.2177 -1.5189 0.339
H -2.8681 -0.7133 -3.0308 0.472
H -1.1165 -1.3908 -1.6076 0.083
H -2.2512 -2.7272 -1.5173 0.218
H -4.1454 -1.7043 0.4560 0.229
H -3.1199 -1.6100 1.8791 0.224
H -3.7758 -3.8765 1.8217 0.466
H -2.0938 -3.8524 1.2083 0.331
H -2.0403 -5.5201 -0.3762 0.330
H -3.5373 -5.9059 -1.2421 0.237
H -3.4791 -6.1064 0.5233 0.324
C 5.4454 0.8145 -4.4284 -0.770
O 4.0671 1.0726 -4.6003 -0.250
C 3.4666 0.1695 -5.5203 -0.591
C 1.9549 0.1979 -5.3815 -0.408
O 1.4757 -0.5902 -4.2927 -0.464
C 1.6773 -0.0463 -2.9940 -0.536
C 0.7333 1.1013 -2.6740 -0.377
O 1.2016 2.3088 -3.2560 -0.314
C 0.1744 3.2686 -3.3932 -0.788
H 5.9800 0.9146 -5.3786 0.319
H 5.8409 1.5434 -3.7213 0.227
H 5.5984 -0.1883 -4.0144 0.322
H 3.8321 -0.8487 -5.3438 0.348
H 3.7463 0.4866 -6.5326 0.452
H 1.5270 -0.2598 -6.2768 0.400
H 1.5705 1.2178 -5.3295 0.184
H 2.7217 0.2327 -2.8390 0.216
H 1.4576 -0.8640 -2.3013 0.452
H 0.6915 1.2512 -1.5861 0.405
H -0.2696 0.8628 -3.0470 0.291
H -0.6084 2.8978 -4.0637 0.320
H 0.6061 4.1671 -3.8328 0.258
H -0.2547 3.5205 -2.4171 0.318
```

Orbital gap in eV: 7.513
LUMO in eV: -3.363
Total charge: +1
HOMO in Eh: -0.39970
Energy in Ha: -1818.82759

***

4.
Entry from OMol25: a 2-piece molecular cluster, CH3N2O2S overall in a non-equilibrium geometry (ωB97M-V/def2-TZVPD).

```
9
Properties=species:S:1:pos:R:3:mulliken_charge:R:1
C 0.3853 -0.2247 0.3224 0.114
N 1.2596 -0.2226 -0.8280 -0.443
N 0.7018 1.0206 -0.2914 -0.554
O -2.1122 -0.5315 1.1626 -0.578
O -1.7362 0.1371 -1.0398 -0.669
S -1.3241 -0.8738 -0.0123 0.495
H 0.7024 -0.4760 2.2845 0.120
H 2.2710 -0.2677 -0.7601 0.197
H -0.1475 1.4386 -0.8378 0.317
```

Energy above the lowest of the compared OMol25 structures with the same formula, charge and spin in kJ/mol: 384.4
2S+1: 3
Orbital gap (alpha / beta) in eV: 6.426 / 6.603
LUMO (alpha / beta) in eV: 4.041 / 2.314
Total charge: -1
HOMO (alpha / beta) in Eh: -0.08763 / -0.15763
Energy in Ha: -697.85451